# 1
ORCA calculation (ωB97M-V/def2-TZVPD) on a molecular structure, C6Cl4N2O2PtS2.

Atoms and positions in Å:
Pt -0.19030 -0.64691 -1.19096
S -0.61039 -0.71848 1.07527
C -1.93863 0.33111 0.81544
S -2.02522 0.63659 -0.86747
C -2.79743 0.82789 1.79169
C -3.88342 1.67531 1.45832
N -4.77149 2.37108 1.20815
C -2.62666 0.50586 3.16117
N -2.51125 0.24779 4.28150
Cl 2.58849 0.79501 -2.57771
C 3.26498 -0.04177 -1.17438
Cl 2.70338 0.73321 0.31475
Cl 5.04463 0.11881 -1.23999
C 2.83324 -1.57176 -1.17196
O 3.75350 -2.37447 -1.16598
O 1.59858 -1.82034 -1.16603
Cl -0.43201 -1.06891 -3.55181

The calculation puts the energy above the lowest of the compared OMol25 structures with the same formula, charge and spin at 0.000 eV. The spin multiplicity is 1. The gap between HOMO and LUMO comes out at 6.74 eV. The charge is -2.


# 2
ORCA calculation (ωB97M-V/def2-TZVPD) on 2 unconnected molecules or ions with the total composition C8H15FN.

Atoms and positions in Å:
C -1.70513 3.49992 -0.64778
C -0.62029 2.81581 -0.69810
C 0.32725 -1.17070 2.06414
C -0.25321 0.15905 1.84212
C -0.38554 -0.93206 0.81470
C 0.31070 -2.28684 -0.92296
C 1.67581 -0.33333 -0.35228
C -0.48094 -0.05585 -1.41954
N 0.34371 -0.89632 -0.49825
F 0.71210 2.90392 -0.54527
H -1.80629 4.54647 -0.82311
H -2.58853 2.92773 -0.56670
H 1.43373 -1.34500 2.06613
H -0.20454 -1.85301 2.80574
H -1.10028 0.40774 2.45747
H 0.37617 0.96318 1.55743
H -1.34886 -1.35783 0.61266
H 0.89833 -2.22301 -1.91293
H 0.97683 -2.82539 -0.19265
H -0.68613 -2.73261 -0.88085
H 1.66158 0.64986 0.00246
H 2.23148 -0.92752 0.22629
H 2.15698 -0.39052 -1.37855
H -1.54351 0.03405 -1.16865
H -0.38145 0.42224 -2.44151

The calculation puts the energy above the lowest of the compared OMol25 structures with the same formula, charge and spin at 7.253 eV. The spin multiplicity is 1. The gap between HOMO and LUMO (alpha / beta) comes out at 8.20 / 10.04 eV. The charge is +1.


# 3
ORCA calculation (ωB97M-V/def2-TZVPD) on a molecular structure, C20H18ClN4OPdS.

Atoms and positions in Å:
Pd -0.27282 0.13464 0.63850
Cl -0.19941 7.06313 3.10663
C -0.39736 5.53838 2.30298
C -1.24321 5.44813 1.18001
C -1.43048 4.25170 0.54398
C -0.80430 3.06786 0.99632
O -1.03650 1.96532 0.34100
C 0.06167 3.17777 2.10280
C 0.80100 2.08424 2.60814
N 0.74700 0.86500 2.19119
C 1.45844 -0.17666 2.85299
C 1.79280 -0.20127 4.17582
C 2.46225 -1.32581 4.71870
C 2.79604 -2.38866 3.92930
C 2.42968 -2.38564 2.56048
C 2.69103 -3.44744 1.66424
C 2.25194 -3.37123 0.37353
C 1.51440 -2.24464 -0.03237
N 1.26538 -1.23662 0.77224
C 1.73462 -1.28458 2.05477
C 0.25234 4.43255 2.74161
H -1.74265 6.34010 0.82430
H -2.07723 4.17823 -0.32083
H 1.48356 2.30571 3.42758
H 1.52491 0.62444 4.82254
H 2.69250 -1.33824 5.77527
H 3.32180 -3.24379 4.33447
H 3.23680 -4.31476 2.01607
H 2.44360 -4.16174 -0.33727
H 1.11901 -2.17043 -1.03637
H 0.91858 4.50154 3.59369
S -1.72265 -1.34834 -0.46360
C -1.96117 -0.63179 -2.03678
N -2.30863 -1.42224 -3.04888
C -2.45620 -0.94612 -4.42445
C -3.00813 0.46655 -4.39315
C -2.10038 1.33005 -3.53527
N -1.83018 0.66753 -2.24830
H -2.39962 -2.40377 -2.84761
H -3.11772 -1.62634 -4.95472
H -1.48412 -0.96157 -4.92250
H -4.01895 0.46003 -3.98249
H -3.05315 0.87028 -5.40365
H -2.56406 2.28879 -3.31623
H -1.15677 1.52023 -4.04733
H -1.71668 1.25888 -1.43122

The calculation puts the energy above the lowest of the compared OMol25 structures with the same formula, charge and spin at 0.000 eV. The spin multiplicity is 1. The gap between HOMO and LUMO comes out at 7.05 eV. The charge is +1.


# 4
ORCA calculation (ωB97M-V/def2-TZVPD) on a molecular structure, C7H12IN3O.

Atoms and positions in Å:
C 0.66789 -2.07884 1.32589
C 0.33641 -1.70478 -0.82935
C 0.94111 -2.60001 0.07956
C 0.84525 1.80140 0.23274
C -1.36509 2.82208 -0.46359
C -0.99971 0.34875 -0.52024
C -0.65436 1.63354 0.20912
N -0.07050 -0.95137 1.22517
N -0.20103 -0.74984 -0.07552
N 1.71920 -3.68983 -0.40976
O -1.06528 1.57432 1.54055
I -3.02818 -0.19700 -0.50016
H 1.02795 -2.58159 2.18632
H 0.43224 -1.64263 -1.92948
H 1.40979 0.99603 0.55437
H 0.97353 2.56792 0.85350
H 1.41218 1.94597 -0.78714
H -0.72003 3.33131 -1.18929
H -1.86631 3.51497 0.16318
H -2.18512 2.52170 -1.03717
H -0.60623 0.36766 -1.84685
H 2.65067 -3.50174 -0.82211
H 1.81383 -4.50950 0.17213
H -1.46822 0.78146 1.86811

The calculation puts the energy above the lowest of the compared OMol25 structures with the same formula, charge and spin at 0.816 eV. The spin multiplicity is 1. The gap between HOMO and LUMO comes out at 9.01 eV.


# 5
ORCA calculation (ωB97M-V/def2-TZVPD) on a single C2H4S2 molecule.

Atoms and positions in Å:
S 1.45642 -1.70031 0.84150
C 0.23263 -0.68962 0.72458
C -0.21799 -0.09693 -0.50525
S 0.34790 1.54460 -0.62493
H -0.03304 -0.35986 1.71611
H 0.30685 -0.39509 -1.30993
H -1.26309 -0.28776 -0.79655
H -0.82967 1.98497 -0.04552

The calculation puts the energy above the lowest of the compared OMol25 structures with the same formula, charge and spin at 1.267 eV. The spin multiplicity is 1. The gap between HOMO and LUMO comes out at 8.47 eV. Its SMILES is S=CCS.


# 6
ORCA calculation (ωB97M-V/def2-TZVPD) on a single C3H7N5 molecule.

Atoms and positions in Å:
H 1.56492 1.24528 -0.82084
N 2.13099 0.51580 -0.19208
C 1.17115 -0.37235 -0.08158
N 1.39680 -1.75324 0.09952
N -0.13991 0.07922 0.05439
C -1.33269 -0.66614 -0.01636
N -2.53915 -0.34526 -0.06945
H -3.11967 -1.08102 -0.25918
C -0.45750 1.37626 0.17977
N 0.42879 2.33230 0.07342
H 0.13043 3.35333 0.41780
H 1.21769 -2.17369 1.02183
H 2.34680 -2.16979 0.02290
H -1.23261 -1.76712 -0.32382
H -1.56602 1.42642 -0.10632

The calculation puts the energy above the lowest of the compared OMol25 structures with the same formula, charge and spin at 3.258 eV. The spin multiplicity is 1. The gap between HOMO and LUMO comes out at 9.45 eV. Its SMILES is [H]/N=C(/N)N(/C=N/[H])/C=N/[H].


# 7
ORCA calculation (ωB97M-V/def2-TZVPD) on a molecular structure, C6H12O.

Atoms and positions in Å:
C 1.65390 0.47297 -1.57462
C 1.16822 -0.27090 0.24707
O 1.14050 1.28842 -0.14724
C -0.30000 1.27230 0.02379
C -0.36615 -0.20937 0.42947
C -0.86427 -0.44739 1.85457
C -1.14054 -1.09835 -0.54632
H 2.72113 0.32042 -1.45333
H 1.19362 -0.39291 -2.04635
H 1.45095 1.37298 -2.18040
H 1.69875 -0.30201 1.20842
H -0.81391 1.55285 -0.90424
H -0.55938 1.99133 0.81076
H -0.31354 0.16265 2.57966
H -0.72788 -1.50034 2.13174
H -1.93351 -0.21610 1.95396
H -0.90104 -2.15254 -0.36408
H -0.88190 -0.87550 -1.58738
H -2.22494 -0.96847 -0.43548

The calculation puts the energy above the lowest of the compared OMol25 structures with the same formula, charge and spin at 6.447 eV. The spin multiplicity is 1. The gap between HOMO and LUMO comes out at 7.73 eV.


# 8
ORCA calculation (ωB97M-V/def2-TZVPD) on a molecular structure, C32H33I2N7O4SSc.

Atoms and positions in Å:
Sc -0.43528 0.06868 -0.16135
I -7.02368 3.04434 2.58847
C -5.12076 2.40737 2.09907
C -4.57298 1.35065 2.88946
C -3.30989 0.89468 2.66846
I -2.39238 -0.35066 4.08230
C -2.53192 1.37243 1.61425
O -1.32432 0.89133 1.39054
C -3.06823 2.38134 0.76542
C -2.18016 2.83286 -0.36486
N -1.84407 1.68108 -1.29213
C -3.06808 1.03158 -1.80774
C -3.58280 -0.01765 -0.80380
C -4.94661 -0.30342 -0.61108
C -5.27746 -1.36477 0.21148
C -4.31520 -2.16142 0.77535
C -2.96634 -1.83566 0.51798
N -2.63831 -0.79126 -0.24492
C -4.36967 2.86791 1.02518
H -5.19330 0.82313 3.64786
H -2.70351 3.51134 -1.02546
H -1.26369 3.31353 0.03066
H -1.34098 1.97978 -2.12777
H -3.81483 1.71422 -2.12158
H -2.74610 0.49475 -2.70820
H -5.63614 0.33966 -1.13977
H -6.32903 -1.49658 0.36667
H -4.65275 -3.00740 1.32762
H -2.16775 -2.39237 0.98481
H -4.76952 3.59995 0.37787
C 2.54056 3.42439 -0.40457
C 2.05879 2.05210 -0.69249
O 0.84901 1.74436 -0.73494
N 2.95978 1.17308 -1.06906
C 2.64217 -0.22693 -1.42505
C 1.66569 -0.28745 -2.59722
C 2.14449 -0.09813 -3.91480
C 1.27434 -0.14830 -4.99773
C -0.05137 -0.42680 -4.78364
C -0.44278 -0.64133 -3.46220
N 0.34420 -0.49772 -2.38876
H 2.38288 3.60305 0.61023
H 1.97591 4.14816 -0.98787
H 3.58687 3.51628 -0.62580
H 3.91958 1.48125 -1.10060
H 2.27227 -0.72575 -0.52691
H 3.55082 -0.70783 -1.76848
H 3.19867 -0.04512 -3.97986
H 1.65460 -0.04481 -5.98722
H -0.79322 -0.49088 -5.58083
H -1.48076 -0.91663 -3.20449
C 4.29851 2.64868 4.16002
C 2.84779 2.76437 3.78872
C 2.26548 1.50452 3.23624
N 1.94696 1.36485 1.99642
N 1.32390 0.17149 1.66559
C 1.32211 -0.62785 2.70486
N 0.81871 -1.84424 2.76264
S 2.00389 0.07761 4.11635
H 4.58190 3.54086 4.71699
H 4.97520 2.64805 3.32945
H 4.57591 1.78640 4.69523
H 2.66578 3.54566 3.05240
H 2.23517 2.99312 4.66939
H 0.41834 -2.17533 1.90310
H 0.98938 -2.44547 3.57920
O -0.79560 -3.32666 -1.28909
C 0.18333 -2.88414 -0.71575
O 0.11598 -1.86680 0.07654
C 1.52987 -3.55851 -0.86780
C 2.57828 -3.20142 -0.04155
C 3.86030 -3.76966 -0.21738
C 3.97845 -4.72735 -1.21974
C 2.91284 -5.14772 -2.04424
C 1.66418 -4.55054 -1.80989
H 2.42647 -2.33093 0.59763
H 4.75270 -3.49915 0.34976
H 4.97780 -5.22910 -1.24777
H 3.05804 -5.87188 -2.81928
H 0.82153 -4.75326 -2.46056

The calculation puts the energy above the lowest of the compared OMol25 structures with the same formula, charge and spin at 0.000 eV. The spin multiplicity is 1. The gap between HOMO and LUMO comes out at 7.59 eV. The charge is +1.